{"formula": "C5H8O", "method": "ωB97M-V with the def2-TZVPD basis set", "species": ["O", "C", "C", "C", "C", "C", "H", "H", "H", "H", "H", "H", "H", "H"], "xyz": [[-1.555, -0.606, -1.669], [-1.631, 0.334, -0.909], [-0.485, 0.782, -0.067], [0.907, 0.512, -0.674], [1.074, -0.695, 0.237], [-0.043, -0.314, 1.195], [-2.589, 0.880, -0.768], [-0.631, 1.827, 0.267], [0.895, 0.229, -1.728], [1.626, 1.322, -0.521], [0.593, -1.505, -0.321], [2.053, -1.031, 0.577], [-0.413, -1.262, 1.657], [-0.018, 0.373, 2.023]], "largest_force_ev_per_a": 1.8, "orbital_gap_ev": 10.52, "smiles": "O=CC1CCC1", "e_above_lowest_ev": 2.207}